Computed, not measured: 8 unconnected molecules or ions with the total composition C41H105N7O14 at a distorted geometry, with the ωB97M-V functional and the def2-TZVPD basis.

Each atom is followed by the atoms it is bonded to, with distances in Å.
Cartesian coordinates (Å):
1 H 19.40292 22.14197 -23.28015  C57 1.090
2 H 17.11669 19.24031 -17.10423  C47 1.090
3 O 7.36346 15.99634 -14.68053  C36 1.424, C99 1.447
4 H 15.36660 19.52803 -20.76271  C76 1.090
5 H 3.72935 13.12454 -13.88944  C162 1.090
6 H 5.42644 13.57010 -16.33917  N153 1.010
7 O 20.58811 21.51432 -9.56434  C119 1.442, C164 1.384
8 C 17.78167 17.74687 -10.00094  H37 1.090, O84 1.403, H110 1.090, C165 1.485
9 H 3.60180 18.57344 -23.03665  C86 1.090
10 C 17.86406 12.12017 -11.19736  N25 1.413, C30 1.529, H59 1.090, H107 1.090
11 N 12.48584 16.01131 -16.00836  C56 1.429, C101 1.516, H143 1.010
12 O 18.25916 11.75426 -8.88783  C22 1.360, C30 1.425
13 H 5.17429 12.95586 -12.86405  C162 1.090
14 H 15.70908 21.15464 -20.96662  C76 1.090
15 C 7.40126 17.46722 -22.67599  C23 1.549, H48 1.090, H131 1.090, N136 1.521
16 O 9.26495 16.47360 -18.65245  C32 1.341, C149 1.370
17 H 17.90775 12.20339 -13.25814  N25 1.010
18 H 15.22722 19.46446 -18.50460  C80 1.090
19 H 13.94225 15.41957 -12.85439  C127 1.090
20 O 11.24154 18.73382 -15.44649  C70 1.394, C135 1.413
21 H 10.06227 15.19069 -19.99638  C149 1.090
22 C 17.90971 11.19830 -7.69661  O12 1.360, H50 1.090, H122 1.090, H151 1.090
23 C 5.93330 17.56525 -23.16214  C15 1.549, H74 1.090, H87 1.090, O92 1.482
24 H 7.14154 15.55229 -9.52125  C124 1.090
25 N 17.54470 11.65422 -12.49217  C10 1.413, H17 1.010, C38 1.465
26 H 13.88865 17.65543 -15.68866  C56 1.090
27 H 11.24770 17.98760 -17.37894  C135 1.090
28 H 13.66174 23.02606 -24.97767  C147 1.090
29 C 13.34454 20.89887 -26.18503  H95 1.090, H105 1.090, O142 1.428, H157 1.090
30 C 17.83852 11.08458 -10.07333  C10 1.529, O12 1.425, H42 1.090, H146 1.090
31 H 21.70671 20.15081 -8.44203  C164 1.090
32 C 8.86634 15.82716 -17.54773  O16 1.341, H73 1.090, H139 1.090, H144 1.090
33 H 15.36525 13.06062 -16.54026  C45 1.090
34 H 7.40681 17.23643 -9.91839  C124 1.090
35 H 8.37311 14.97042 -19.64225  C149 1.090
36 C 8.67381 16.27369 -14.19790  O3 1.424, H69 1.090, H156 1.090, H167 1.090
37 H 17.43155 16.71533 -10.03868  C8 1.090
38 C 16.08266 11.56305 -12.49923  N25 1.465, H49 1.090, H126 1.090, C134 1.495
39 H 14.15950 11.80238 -16.06390  C45 1.090
40 C 14.62973 21.11201 -15.86430  H83 1.090, H89 1.090, O108 1.433, H160 1.090
41 C 11.68404 21.04949 -19.75333  O54 1.449, H97 1.090, H129 1.090, C152 1.459
42 H 18.51401 10.26850 -10.32987  C30 1.090
43 H 16.73859 19.90347 -22.89029  C94 1.090
44 H 12.01610 22.73483 -24.79427  C147 1.090
45 C 15.20307 12.11456 -16.02377  H33 1.090, H39 1.090, O102 1.429, H113 1.090
46 H 12.73129 17.93997 -20.59913  C63 1.090
47 C 16.51364 20.14764 -17.06990  H2 1.090, C80 1.535, H88 1.090, O108 1.468
48 H 7.80601 18.35729 -22.19426  C15 1.090
49 H 15.50271 12.38350 -12.07659  C38 1.090
50 H 18.40495 10.26255 -7.43737  C22 1.090
51 H 12.46023 15.72069 -11.00019  C133 1.090
52 H 7.25301 14.49022 -13.19408  C99 1.090
53 H 13.45047 21.88769 -20.45330  C152 1.090
54 O 12.35559 19.76568 -19.74461  C41 1.449, C63 1.430
55 H 12.13577 22.94674 -20.52916  C152 1.090
56 C 13.14334 17.23004 -16.36072  N11 1.429, H26 1.090, H117 1.090, C135 1.629
57 C 18.59586 21.40969 -23.30318  H1 1.090, O111 1.343, H112 1.090, H155 1.090
58 H 17.52887 21.09525 -19.46677  N121 1.010
59 H 17.42593 13.08858 -10.95583  C10 1.090
60 C 16.34455 18.13854 -11.82042  H75 1.090, O84 1.401, H141 1.090, H163 1.090
61 C 13.12380 22.38478 -22.87235  H64 1.090, N68 1.467, H77 1.090, C147 1.581
62 H 11.99707 20.75061 -22.38873  N68 1.010
63 C 12.37351 18.92435 -20.90092  H46 1.090, O54 1.430, H85 1.090, H130 1.090
64 H 13.20365 23.43963 -22.60964  C61 1.090
65 H 7.77268 15.64975 -7.53612  O93 0.960
66 N 18.47599 19.60064 -8.65326  H104 1.010, C165 1.453, C166 1.465
67 H 9.75080 19.69154 -16.71486  C70 1.090
68 N 12.09935 21.70461 -22.07325  C61 1.467, H62 1.010, C152 1.413
69 H 8.77643 16.28516 -13.11280  C36 1.090
70 C 10.27183 19.68640 -15.75746  O20 1.394, H67 1.090, H115 1.090, H158 1.090
71 H 20.39224 23.25315 -8.42037  C119 1.090
72 H 10.78278 15.65477 -11.33957  C133 1.090
73 H 9.22509 14.81417 -17.36536  C32 1.090
74 H 5.25666 16.99589 -22.52488  C23 1.090
75 H 15.41196 18.69061 -11.93695  C60 1.090
76 C 16.21894 20.20670 -20.79478  H4 1.090, H14 1.090, C94 1.536, N121 1.530
77 H 14.09250 21.89929 -22.75393  C61 1.090
78 H 17.78057 19.03553 -21.73574  C94 1.090
79 H 19.94886 19.21381 -10.04764  C166 1.090
80 C 15.89657 20.32380 -18.46436  H18 1.090, C47 1.535, N121 1.456, H161 1.090
81 H 12.43199 19.19259 -16.98337  C135 1.090
82 H 4.93533 15.41831 -14.05382  C125 1.090
83 H 14.39491 21.21906 -14.80529  C40 1.090
84 O 16.88527 18.62750 -10.62390  C8 1.403, C60 1.401
85 H 11.38524 18.81096 -21.34654  C63 1.090
86 C 4.19710 19.04918 -23.81600  H9 1.090, O92 1.433, H109 1.090, H145 1.090
87 H 5.95897 16.95035 -24.06177  C23 1.090
88 H 17.16714 20.96025 -16.75254  C47 1.090
89 H 13.70880 20.92920 -16.41798  C40 1.090
90 O 11.87396 15.82367 -13.13475  C127 1.366, C133 1.464
91 H 6.91119 16.98983 -20.68861  N136 1.010
92 O 5.58610 18.97240 -23.47235  C23 1.482, C86 1.433
93 O 7.76757 16.51948 -7.94250  H65 0.960, C124 1.461
94 C 17.23395 19.96018 -21.92101  H43 1.090, C76 1.536, H78 1.090, O111 1.472
95 H 12.48583 21.18217 -26.79367  C29 1.090
96 H 9.46028 16.44823 -21.84925  C137 1.090
97 H 11.51981 21.41778 -18.74066  C41 1.090
98 H 20.40304 20.87780 -7.53583  C164 1.090
99 C 6.96271 14.68212 -14.22704  O3 1.447, H52 1.090, H114 1.090, C125 1.588
100 H 5.20808 12.31024 -14.45767  C162 1.090
101 C 13.37235 15.27067 -15.02613  N11 1.516, H106 1.090, H118 1.090, C127 1.565
102 O 15.60535 12.30212 -14.66533  C45 1.429, C134 1.433
103 H 20.38477 18.55324 -8.45278  C166 1.090
104 H 18.01380 20.21874 -9.30474  N66 1.010
105 H 13.46408 19.86699 -26.51520  C29 1.090
106 H 14.43868 15.39193 -15.21673  C101 1.090
107 H 18.84523 12.57024 -11.34850  C10 1.090
108 O 15.55187 20.02006 -15.96791  C40 1.433, C47 1.468
109 H 4.01541 20.12321 -23.85570  C86 1.090
110 H 18.72652 17.74913 -10.54442  C8 1.090
111 O 18.15055 21.10165 -22.07435  C57 1.343, C94 1.472
112 H 17.83923 21.70957 -24.02822  C57 1.090
113 H 15.79723 11.38962 -16.58013  C45 1.090
114 H 7.61076 13.93847 -14.69085  C99 1.090
115 H 9.44441 19.58679 -15.05493  C70 1.090
116 H 16.18716 10.39441 -14.26486  C134 1.090
117 H 13.73445 17.11446 -17.26918  C56 1.090
118 H 13.07924 14.22087 -15.01525  C101 1.090
119 C 21.06495 22.81196 -9.15583  O7 1.442, H71 1.090, H132 1.090, H150 1.090
120 H 14.51607 10.76611 -13.70042  C134 1.090
121 N 16.96021 20.26061 -19.45720  H58 1.010, C76 1.530, C80 1.456
122 H 18.15532 11.89263 -6.89305  C22 1.090
123 H 5.85048 15.02680 -16.21539  N153 1.010
124 C 7.83704 16.38213 -9.39573  H24 1.090, H34 1.090, O93 1.461, H148 1.090
125 C 5.39723 14.50490 -14.42858  H82 1.090, C99 1.588, N153 1.481, C162 1.576
126 H 15.91469 10.70924 -11.84281  C38 1.090
127 C 13.17256 15.75210 -13.55088  H19 1.090, O90 1.366, C101 1.565, H138 1.090
128 H 11.43592 17.12072 -11.49152  C133 1.090
129 H 10.71777 20.80708 -20.19569  C41 1.090
130 H 13.16230 19.27998 -21.56383  C63 1.090
131 H 8.03921 16.98203 -23.41473  C15 1.090
132 H 21.13204 23.30582 -10.12521  C119 1.090
133 C 11.71388 16.08847 -11.70433  H51 1.090, H72 1.090, O90 1.464, H128 1.090
134 C 15.53066 11.14474 -13.82427  C38 1.495, O102 1.433, H116 1.090, H120 1.090
135 C 11.93871 18.30095 -16.59637  O20 1.413, H27 1.090, C56 1.629, H81 1.090
136 N 7.42346 16.56782 -21.44991  C15 1.521, H91 1.010, C137 1.468
137 C 8.81693 16.68837 -21.00277  H96 1.090, N136 1.468, H140 1.090, C149 1.572
138 H 13.62681 16.74279 -13.53398  C127 1.090
139 H 7.79705 15.88912 -17.34552  C32 1.090
140 H 8.97053 17.71733 -20.67757  C137 1.090
141 H 16.04670 17.09023 -11.79937  C60 1.090
142 O 13.23876 21.02419 -24.76607  C29 1.428, C147 1.400
143 H 11.70021 16.30079 -15.44350  N11 1.010
144 H 9.24149 16.28646 -16.63317  C32 1.090
145 H 4.07889 18.60812 -24.80574  C86 1.090
146 H 16.81776 10.72550 -9.94222  C30 1.090
147 C 12.97960 22.36213 -24.44665  H28 1.090, H44 1.090, C61 1.581, O142 1.400
148 H 8.84426 16.14723 -9.73985  C124 1.090
149 C 9.13748 15.73199 -19.79673  O16 1.370, H21 1.090, H35 1.090, C137 1.572
150 H 22.05376 22.67754 -8.71732  C119 1.090
151 H 16.82411 11.10240 -7.71597  C22 1.090
152 C 12.38991 21.90139 -20.70454  C41 1.459, H53 1.090, H55 1.090, N68 1.413
153 N 5.11940 14.41582 -15.88027  H6 1.010, H123 1.010, C125 1.481
154 H 16.90354 18.28452 -8.21750  C165 1.090
155 H 19.19421 20.63340 -23.78008  C57 1.090
156 H 9.01295 17.22155 -14.61578  C36 1.090
157 H 14.20264 21.54307 -26.37679  C29 1.090
158 H 10.61374 20.71166 -15.61580  C70 1.090
159 H 18.53441 17.60483 -7.99657  C165 1.090
160 H 15.06878 22.04127 -16.22734  C40 1.090
161 H 15.25421 21.20435 -18.47319  C80 1.090
162 C 4.81905 13.14648 -13.87676  H5 1.090, H13 1.090, H100 1.090, C125 1.576
163 H 17.01883 18.29073 -12.66321  C60 1.090
164 C 20.71510 20.59252 -8.54049  O7 1.384, H31 1.090, H98 1.090, C166 1.535
165 C 17.91873 18.25933 -8.61355  C8 1.485, N66 1.453, H154 1.090, H159 1.090
166 C 19.88794 19.37335 -8.97110  N66 1.465, H79 1.090, H103 1.090, C164 1.535
167 H 9.33706 15.44776 -14.45490  C36 1.090

Summary:
Multiplicity: 1
SMILES: COC[C@H](C)N.COCCNCCOC.COCCNCCOC.COCCNCCOC.COCCNCCOC.COCCNCCOC.COCCNCCOC.CO
Relative energy (zero: lowest compared OMol25 entry of this formula, charge and spin): 53.6 kcal/mol
HOMO: -8.338 eV
Kohn-Sham gap: 8.89 eV